Density functional theory data (ωB97M-V with the def2-TZVPD basis set) for the molecule C5H9NS2 in a non-equilibrium geometry.

```
17
Properties=species:S:1:pos:R:3:mulliken_charge:R:1
S -0.8856 1.8777 0.1990 -0.14
C 0.6690 -0.5320 0.1711 1.45
H 2.6337 0.4818 -1.5669 0.33
C 2.6316 0.8165 -0.5522 -0.85
S -1.9970 -0.8810 -0.2898 -0.22
H 1.7138 1.1538 1.2727 0.49
H 0.0350 -2.4916 1.1921 0.33
C 1.6981 0.6082 0.3477 -0.86
C 0.7285 -1.6137 1.3421 -1.36
H 3.3724 1.5986 -0.3399 0.28
H 0.1312 -1.6049 -1.5917 0.20
C -0.7410 0.1211 -0.0210 -0.11
H 0.5832 -1.1118 2.3609 0.31
H 1.7065 -2.0927 1.3442 0.38
H -2.1461 1.9333 -0.2323 0.16
H 1.7300 -1.8139 -0.9873 0.24
N 0.9206 -1.2002 -1.1036 -0.62
```

Frontier orbital gap   8.343 eV
LUMO energy   -0.28 eV
M   147.3 u
Maximum force   2.23 eV/A
Multiplicity   1
Electronic energy   -1046.986017 hartree



Density functional theory data (ωB97M-V with the def2-TZVPD basis set) for a cluster of 2 separate species, C7H10O in total in a non-equilibrium geometry.

```
18
Properties=species:S:1:pos:R:3:mulliken_charge:R:1
C -1.4603 0.0866 1.3689 -0.58
H -2.6591 0.5054 -0.5628 0.27
C -0.1649 -1.7102 -0.1644 -1.40
H -0.9206 -2.2998 -0.7163 0.34
O 1.2840 -0.0752 1.5762 -0.33
H 2.7641 -1.0876 -0.8849 0.25
C 2.6425 -0.0857 -0.4063 -1.02
H 0.4505 -2.4355 0.4591 0.30
H -1.6119 2.5867 -0.3013 0.32
H -1.5695 0.3291 2.4031 0.40
C -1.6391 0.5652 -0.0047 0.03
H -0.1109 1.7967 0.0808 0.24
C -0.8410 -0.6090 0.4565 0.41
H 3.0511 0.6748 -0.9172 0.33
C -0.9580 1.7299 -0.5627 -0.99
C 2.0274 -0.0108 0.7064 0.76
H 0.5512 -1.5412 -0.8577 0.42
H -0.8353 1.5805 -1.6726 0.26
```

Frontier orbital gap   9.191 eV
LUMO energy   0.73 eV
M   110.2 u
Maximum force   4.12 eV/A
Multiplicity   1
Electronic energy   -347.777299 hartree



Density functional theory data (ωB97M-V with the def2-TZVPD basis set) for the molecule C5H6O2S in a non-equilibrium geometry.

```
14
Properties=species:S:1:pos:R:3:mulliken_charge:R:1
H -2.5707 0.2419 0.0261 0.30
S -0.2754 -0.2865 1.1870 0.94
C -0.7629 1.1870 0.2079 -0.15
C 1.5346 -0.6257 -1.0106 -0.19
H 1.8154 -1.8976 0.8139 0.42
C -2.0238 1.1855 -0.1262 -0.70
H 0.1481 1.6932 0.1287 0.45
H -2.6527 2.0227 -0.4064 0.26
O -0.1570 0.1033 2.5981 -0.60
H 0.7624 -0.4586 -3.0905 0.41
C 1.2144 -0.5943 -2.1403 -0.02
C 1.7053 -0.9513 0.3256 -0.90
O -1.1448 -1.3392 0.7325 -0.58
H 2.4071 -0.2803 0.7539 0.35
```

Frontier orbital gap   9.290 eV
LUMO energy   -0.05 eV
M   130.2 u
Maximum force   4.02 eV/A
Multiplicity   1
Electronic energy   -742.598759 hartree



Density functional theory data (ωB97M-V with the def2-TZVPD basis set) for a cluster of 2 separate species, C3H12N2 in total.

```
17
Properties=species:S:1:pos:R:3:mulliken_charge:R:1
H -1.8991 -1.8868 -1.1802 0.22
C -3.8685 -1.4321 -1.6147 -0.30
H 5.5751 0.8936 1.0238 0.28
H 3.8043 2.3436 -0.0888 0.28
H 2.9065 2.3222 1.4591 0.25
N -5.1102 -1.6481 -0.8987 -0.62
C 3.8929 2.2824 0.9907 -0.78
C 4.5954 1.0311 1.4825 -0.82
H 4.0062 0.1464 1.2741 0.27
H -3.9569 -0.4883 -2.1443 0.26
H -2.3986 -0.4484 -0.5405 0.23
H -3.7667 -2.2644 -2.3027 0.34
H 4.7454 1.0955 2.5567 0.27
N -2.6689 -1.4003 -0.7441 -0.60
H -5.1712 -2.6079 -0.5805 0.25
H 4.4406 3.1588 1.3521 0.25
H -5.1262 -1.0972 -0.0446 0.21
```

Frontier orbital gap   10.449 eV
LUMO energy   1.07 eV
M   76.1 u
Maximum force   0.90 eV/A
Multiplicity   1
Electronic energy   -230.988443 hartree



Density functional theory data (ωB97M-V with the def2-TZVPD basis set) for a cluster of 3 separate species, C30H48Cl4N3O4P2S in total in a non-equilibrium geometry.

```
92
Properties=species:S:1:pos:R:3:mulliken_charge:R:1
H 1.8026 -3.8809 -3.3753 0.39
C 0.6142 -1.4893 -8.4585 -1.21
C -6.6788 -0.0383 8.0570 -0.47
H 2.8066 -0.2108 3.4994 0.44
H -1.0151 -1.1455 -0.2347 0.30
C -4.3542 0.5411 7.9264 -0.65
O 0.6830 -0.4310 -5.4890 -0.68
H -0.2018 0.8967 -2.0188 0.44
H -0.3478 -6.7168 4.2762 0.39
H 1.7433 -3.8954 -5.1114 0.42
H 0.4860 -1.9865 -0.0085 0.35
H 3.8682 2.3416 0.9407 0.13
C -5.6087 0.7243 8.4909 -0.40
H -0.4229 -4.6747 5.6559 0.44
C 2.0393 0.2605 2.8900 -1.23
C 1.4377 -3.3285 -4.2356 -0.50
H 0.2503 -2.0389 -9.3218 0.41
C -0.5699 4.4500 -0.0750 -0.88
C 2.4839 3.4995 -0.9357 -0.20
H 3.6192 5.2081 -1.0503 0.24
H 1.5799 5.4910 1.1932 0.44
C -1.1359 -5.7507 2.5292 -0.53
H -1.8820 4.0829 2.1335 0.29
S 4.6159 2.4786 -0.1780 -0.12
H 2.2887 4.0396 1.8964 0.31
Cl -1.2589 -2.0476 5.0853 -0.16
N 3.3876 2.5018 -1.4139 -0.05
Cl -7.8609 -1.9209 6.5512 -0.20
H -5.7540 1.4604 9.2694 0.37
H 0.7674 4.6095 2.5021 0.46
H -0.2642 -1.1438 -7.9203 0.28
C 3.3329 0.1097 -5.1665 -1.13
H 0.0578 2.8923 1.2320 0.45
C -1.9023 3.6911 -0.0205 -0.15
H -0.4922 -3.9787 -3.5129 0.41
H 1.1862 -0.6152 -8.7462 0.29
C -2.5934 3.8806 1.3365 -1.28
O 2.4312 -1.7909 -6.7943 -0.34
C -4.1756 -0.4016 6.9286 -0.12
H -3.1056 2.9612 1.6125 0.36
H 1.9299 -3.1548 -8.2046 0.42
H -0.3057 -2.2037 -3.6864 0.12
H -3.2023 -0.5464 6.4859 0.24
H 0.1974 -1.0283 -1.4985 -0.71
H -1.6634 2.6346 -0.1239 -0.10
H -1.1099 -6.6441 1.9208 0.39
H 1.0640 0.0024 3.2887 0.32
H -1.9359 -4.5270 0.9620 0.46
H 4.2379 -0.3472 -5.5743 0.38
H 3.1386 1.0096 -5.7389 0.48
C 2.5717 1.2818 -1.5360 0.19
C -1.6404 -3.4161 2.7669 0.32
H 1.5832 0.1320 -2.9995 -0.09
C -0.7514 -4.6469 4.6267 -0.42
H -3.3473 4.6597 1.2871 0.34
C 0.5631 3.6356 0.6270 -0.07
H 1.9294 5.3892 -1.3293 0.30
C -0.7104 -5.7919 3.8500 -0.50
C 2.3234 0.9257 -3.0078 -0.54
C 1.4025 -2.4437 -7.5763 0.01
Cl -4.9950 -2.3351 5.2401 -0.18
C -0.0700 -3.1751 -4.1078 -0.87
H -3.5139 1.1323 8.2639 0.37
C -1.5995 -4.5636 1.9888 -0.54
C 3.5833 0.3865 -3.6860 -0.88
H 3.1172 0.4196 -1.1653 0.68
C 2.1702 -0.1998 1.4270 -0.44
H 1.9516 1.8024 -3.5309 0.34
C 1.3529 4.5111 1.5935 -1.76
H -0.6600 5.4263 0.3947 0.48
O 0.1452 1.7500 -1.7449 -0.57
H -7.6576 0.0992 8.4937 0.40
C 1.1880 1.5882 -0.8152 -0.54
N 1.4170 2.9661 -0.3825 0.95
C -5.2466 -1.1662 6.4920 0.21
C -6.5007 -0.9853 7.0590 0.43
C 0.0503 -1.0826 -0.4205 -0.12
N 2.7049 4.7945 -1.0944 -0.22
H -2.5411 3.9454 -0.8598 0.53
H 3.0621 0.2634 1.0125 0.21
P 2.0068 -1.0746 -5.4497 1.06
Cl -2.2273 -1.9481 2.0611 -0.16
H -0.5750 -3.2060 -5.0704 0.28
H 4.3587 1.1446 -3.5811 0.52
H 2.2139 -1.2808 1.3463 0.59
H 3.9043 -0.5186 -3.1765 0.38
H 0.7156 -3.0247 -6.9682 0.04
H 2.1870 1.3383 2.9210 0.21
C -1.2162 -3.4572 4.0866 0.33
H -0.2753 4.5851 -1.1157 0.29
O 2.1585 -2.0742 -4.2082 -0.38
P 0.6585 0.3838 0.5178 0.54
```

Frontier orbital gap   7.590 eV
LUMO energy   -2.88 eV
M   750.6 u
Maximum force   1.84 eV/A
Multiplicity   1
Electronic energy   -4558.676345 hartree
Charge   +1



Density functional theory data (ωB97M-V with the def2-TZVPD basis set) for a structure of composition C2H6OTm in a non-equilibrium geometry.

```
10
Properties=species:S:1:pos:R:3:mulliken_charge:R:1
H -1.9721 0.5249 3.5845 -0.20
H -1.5209 -0.1885 -0.6503 0.20
H -0.7249 1.4120 -0.6149 0.20
O 0.4108 -0.1676 0.1701 -0.10
Tm -0.5502 0.2638 2.3101 1.50
H 0.5948 -1.2143 -1.6009 0.28
H 2.0926 -0.9897 -0.6353 0.23
C -0.8895 0.4826 -0.0412 -0.80
H 1.3978 0.3894 -1.5553 0.28
C 1.1615 -0.5126 -0.9667 -0.58
```

Frontier orbital gap (spin up / spin down)   7.987 / 8.013 eV
LUMO energy (spin up / spin down)   -5.88 / -5.83 eV
M   215.0 u
Maximum force   2.28 eV/A
Multiplicity   3
Electronic energy   -1239.837269 hartree
Charge   +1